# 1
A structure of composition C25H33O2SeW, computed with ωB97M-V/def2-TZVPD.

```
62
Properties=species:S:1:pos:R:3:forces:R:3:lowdin_charge:R:1
H -6.1924 -2.4121 4.4291 0.2 0.2 -0.2 0.110
C -0.2785 1.2165 2.2905 0.6 -0.7 0.3 -0.215
C -5.6386 -1.7472 3.7629 0.1 0.0 -0.1 -0.072
C -2.1836 -2.1119 0.2721 -0.3 -0.7 -1.1 -0.199
C 5.6269 -0.4702 -2.6273 0.2 0.1 0.0 -0.018
C -4.7612 -0.7917 4.2978 -0.3 -0.2 -0.2 -0.071
C 4.5151 -0.7070 -1.6255 0.5 -0.6 -0.2 -0.574
C 0.8054 3.8495 -2.0659 0.0 0.1 0.3 -0.137
C 3.4703 -1.7536 -2.1171 -0.1 0.9 0.2 -0.062
C 1.3599 -0.2848 1.6352 -1.0 0.2 -0.1 -0.077
C 5.0589 -0.9554 -0.2387 0.2 0.1 0.1 -0.016
H 1.5960 1.8417 -2.1449 -0.1 0.1 0.2 0.101
H 3.6650 -2.2081 -3.0887 0.1 -0.1 0.3 0.118
H -1.4583 -0.3184 3.4735 0.0 0.0 -0.3 0.104
H 2.2465 -0.2354 -3.1942 0.0 0.0 0.2 0.127
C 1.0760 2.4957 -1.4359 0.4 -0.8 0.0 -0.173
H -5.1777 -1.1130 0.4367 -0.1 0.0 0.3 0.103
H -0.7364 -0.6643 -2.4214 0.0 0.0 0.3 0.129
H 5.7483 -1.8113 -0.2634 -0.2 0.2 0.1 0.100
O -0.1827 1.8594 -1.0811 0.0 0.9 -0.7 -0.254
H 1.1107 4.6407 -1.3782 0.0 0.0 -0.2 0.117
O 3.5472 0.3863 -1.6354 -0.5 -1.1 -0.3 -0.095
H -6.4813 -2.6071 1.9541 0.2 0.3 0.2 0.113
H -3.1985 -0.8888 -1.3496 0.2 0.1 0.3 0.112
C 0.3536 -1.0258 2.3452 -0.2 1.0 0.3 -0.160
H -1.1534 4.8264 -2.0205 0.0 -0.1 -0.2 0.119
H 5.6070 -0.0674 0.1043 -0.1 -0.2 0.0 0.098
H -0.7871 2.1525 2.5080 0.1 -0.4 -0.2 0.113
C -0.7030 3.8784 -2.3195 -0.1 -0.2 -0.4 -0.142
H 2.2901 -0.6912 1.2448 -0.4 0.1 -0.1 0.104
C -2.2892 -1.2688 -0.9028 0.3 -1.3 -0.8 -0.262
Se -3.0710 1.0226 0.8922 -1.6 0.9 0.2 0.784
W -1.0186 -0.2507 0.5684 3.4 -0.2 1.8 1.321
H 0.3982 -2.0788 2.6158 0.0 0.4 -0.1 0.121
H -1.7409 3.1175 -0.5763 0.0 -0.1 -0.2 0.083
C -5.8028 -1.8618 2.3768 0.1 0.1 0.2 -0.075
C -1.2731 2.7357 -1.4959 -0.2 -0.3 0.9 -0.210
H -0.4772 -3.3559 1.0317 -0.1 0.4 -0.1 0.130
H -4.6221 -0.7092 5.3770 -0.1 0.0 -0.3 0.112
C 2.5465 -0.5376 -2.1827 -0.1 0.7 0.1 -0.177
H 0.9162 -2.2997 -1.0143 -0.2 0.3 0.3 0.103
H -2.0145 2.1239 -2.0244 0.2 0.2 0.0 0.114
H 1.6720 -0.5735 -1.5238 0.2 0.2 -0.3 0.060
C -0.1083 -2.0522 -0.7523 -0.9 0.3 0.1 -0.121
H 3.1732 -2.4792 -1.3545 0.2 -0.1 -0.2 0.104
H -0.9119 3.6997 -3.3782 0.0 0.2 0.1 0.117
C -4.0495 0.0499 3.4449 0.1 -0.2 -0.4 -0.145
H 1.6911 2.5583 -0.5308 -0.1 0.0 -0.3 0.099
H 6.3314 -1.3131 -2.6177 -0.2 0.2 0.0 0.097
H 6.1842 0.4380 -2.3692 -0.1 -0.1 -0.1 0.094
H 5.2279 -0.3605 -3.6408 0.0 0.0 0.1 0.092
H 1.6076 1.9099 1.2925 -0.4 -0.3 -0.2 0.112
H 1.3776 3.9414 -2.9905 -0.1 0.2 0.1 0.119
C -0.6666 -0.0986 2.7690 1.2 0.4 0.6 -0.246
C -5.0773 -1.0310 1.5199 0.4 0.2 0.2 -0.143
C -0.9818 -1.1751 -1.4948 -0.6 -1.1 -0.5 -0.185
H 4.2568 -1.1765 0.4751 0.1 0.0 -0.1 0.062
H -3.3724 0.8086 3.8416 -0.2 -0.2 -0.1 0.099
C 0.9771 1.0890 1.6194 -0.5 -0.5 0.6 -0.098
H -3.0072 -2.4423 0.8937 0.2 0.3 0.0 0.119
C -0.8472 -2.6132 0.3310 -0.3 0.2 -0.9 -0.124
C -4.1726 -0.0988 2.0535 -0.1 -0.2 0.1 -0.560
```
Forces are in eV/Å.

As for the net charge: +1. Its energy above the lowest of the compared OMol25 structures with the same formula, charge and spin is 0.280 eV. As for the calculated total energy: -3591.0832 hartree. Its expectation value of S² is 2.017. The spin multiplicity is 3.


# 2
A structure of composition C25H34B2BaF6N5O7PS2, computed with ωB97M-V/def2-TZVPD.

```
83
Properties=species:S:1:pos:R:3:forces:R:3:lowdin_charge:R:1
B 2.6024 0.5907 -3.2702 -0.1 0.0 0.1 -1.114
F -0.8576 -5.4852 3.2260 0.0 0.0 0.0 0.089
H 4.7954 -1.3053 -2.6148 0.0 0.0 0.0 0.083
C -6.3535 1.1710 1.4773 0.0 0.0 0.0 -0.081
B -1.1175 -3.9038 -1.0998 0.1 0.0 0.0 -1.123
C 4.2941 -2.2502 -2.4315 -0.1 -0.1 -0.1 -0.013
H 2.3750 1.9110 1.8636 0.0 0.0 0.0 0.092
O 0.2344 -3.9107 -0.4326 0.0 0.0 0.0 -0.009
C 1.4139 -3.0330 4.5320 0.0 0.0 0.0 -0.217
C -1.2383 0.6770 -4.5168 -0.1 0.0 0.0 -0.007
H 3.5093 1.4657 5.9706 0.0 0.0 0.0 0.106
C 1.4116 3.1947 -0.9518 0.0 0.1 0.1 -0.285
F 2.3747 -2.9834 5.4812 0.0 -0.1 0.0 0.062
O 0.9407 2.4414 0.1803 0.0 0.1 -0.1 -0.278
O -1.8879 -2.6356 -0.9649 -0.1 0.0 -0.1 -0.003
O 1.1447 0.9430 -3.2880 0.0 0.0 0.0 0.012
N -1.3268 -1.5487 -1.6077 0.0 -0.1 0.1 -0.133
H -1.1340 6.0169 0.6757 0.0 0.0 0.0 0.076
C 2.4290 -0.1421 5.0564 0.0 0.0 0.1 -0.009
S -2.2505 1.8316 -0.9572 0.1 0.0 0.0 0.278
H 2.1696 2.5818 -1.4328 0.0 0.0 0.0 0.096
H -6.3073 1.3090 2.5576 0.0 0.0 0.0 0.076
H 4.9596 -2.9377 -1.9052 0.0 0.0 0.0 0.080
H -3.4230 -1.3229 -3.9411 0.0 0.0 0.0 0.084
H -2.1973 6.4532 -0.6761 0.0 0.0 0.0 0.077
H -6.9412 0.2771 1.2623 0.0 0.0 0.0 0.074
H -0.4000 0.8668 -5.1854 0.0 0.0 0.0 0.088
H 1.2336 5.1384 -0.0170 0.0 0.0 0.0 0.057
H -6.8563 2.0338 1.0382 0.0 0.0 0.0 0.073
Ba 0.2774 -0.2948 0.0583 0.0 0.4 0.1 1.704
C 3.0457 1.0969 5.0643 0.0 0.0 0.0 -0.061
H 1.0075 -5.0908 4.9745 0.0 0.0 0.0 0.131
S -1.7232 1.1142 2.3050 0.0 0.0 0.0 0.181
C 3.0635 -2.0094 -1.6186 0.0 0.1 0.0 -0.265
F 2.8111 -0.4823 -4.1481 0.0 0.0 0.0 0.129
N 1.8346 0.1487 2.7629 0.0 0.0 -0.1 0.066
C -0.2169 -4.3211 3.3861 0.0 0.1 0.0 -0.259
H 0.5916 3.3265 -1.6613 0.0 0.0 0.0 0.106
C 2.7749 -4.5642 -1.2086 0.1 0.1 0.0 -0.008
C 2.2401 -3.1679 -1.1401 -0.1 0.0 -0.1 -0.250
C 1.9883 4.5290 -0.5179 0.0 -0.1 0.0 -0.069
C 3.0536 1.8553 3.9071 0.0 0.0 0.0 -0.052
H 2.3532 5.0716 -1.3923 0.0 0.0 0.0 0.079
H -1.1795 5.0073 -0.7854 0.0 0.0 0.0 0.058
H 0.0767 2.7907 0.4466 0.0 0.0 0.0 0.015
O -2.3168 3.7440 1.2953 0.0 0.1 0.0 -0.356
C 0.7565 -4.2360 4.3636 0.0 -0.1 0.0 0.068
H -4.9918 0.8647 -0.1790 0.0 0.0 0.0 0.096
H 3.5217 2.8291 3.8693 0.0 0.0 0.0 0.103
C 2.4265 1.3412 2.7831 0.0 0.0 0.0 -0.118
H -1.3000 -3.3391 1.7959 0.0 0.0 0.0 0.124
F -0.9349 -4.2052 -2.4584 0.0 0.0 0.0 0.129
H -3.5320 5.3785 1.1382 0.0 0.0 0.0 0.116
H -3.5028 4.3505 -0.3040 0.0 0.0 0.0 0.085
H 2.8246 4.3812 0.1677 0.0 0.0 0.0 0.073
C 0.1565 -2.1083 2.8304 0.0 -0.2 0.1 0.059
N 0.3607 -0.0728 -2.8271 0.1 -0.1 0.0 0.005
H -1.5763 1.6418 -4.1297 0.0 0.0 0.0 0.079
C -2.6354 -2.0157 -3.6362 0.1 0.0 0.0 -0.003
C -1.7786 5.6191 -0.1094 0.0 0.0 0.0 -0.079
H -2.0599 0.2163 -5.0626 0.0 0.0 0.0 0.070
F -1.8480 -4.8681 -0.4213 0.0 0.0 0.0 0.138
H 2.9629 -4.8350 -2.2500 0.0 0.0 0.0 0.092
H 2.3981 -0.7450 5.9506 0.0 0.0 0.0 0.108
H -4.4431 0.1724 1.3540 0.0 0.0 0.0 0.098
O -4.2366 2.2246 1.1761 -0.1 -0.1 0.1 -0.346
C -4.9646 1.0198 0.9015 0.0 0.0 0.0 -0.324
H -3.0629 -2.8235 -3.0508 0.0 0.0 0.0 0.081
O 3.1670 0.2494 -1.9183 0.0 0.0 0.0 -0.013
H -2.1774 -2.4354 -4.5334 0.0 0.0 0.0 0.097
N 1.0371 -2.8759 -0.8217 -0.1 0.1 0.0 -0.021
H 3.7200 -4.6466 -0.6682 0.0 0.0 0.0 0.082
N 2.5910 -0.8603 -1.3302 -0.1 0.0 0.1 -0.078
P -2.6423 2.2076 0.9450 0.2 -0.1 -0.1 -0.216
F 3.2678 1.7437 -3.6591 0.0 0.0 0.0 0.139
C -1.6171 -1.2952 -2.8183 0.0 0.0 0.1 -0.280
C -0.7862 -0.1830 -3.3836 0.0 -0.1 0.0 -0.293
H 2.0482 -5.2535 -0.7911 0.0 0.0 0.0 0.079
C -2.8889 4.7843 0.4867 0.0 0.0 0.0 -0.312
C -0.5557 -3.2443 2.5790 -0.1 0.1 -0.2 0.012
H 4.0353 -2.6897 -3.3957 0.0 0.0 0.0 0.095
C 1.1430 -1.8999 3.7709 0.1 0.3 -0.1 -0.107
C 1.8387 -0.5894 3.8799 -0.1 -0.1 -0.1 -0.218
```
Forces are in eV/Å.

As for the net charge: -1. Its energy above the lowest of the compared OMol25 structures with the same formula, charge and spin is 0.000 eV. As for the calculated total energy: -3586.1002 hartree. Its expectation value of S² is 0.760. The spin multiplicity is 2.


# 3
A cluster of 6 separate species, C25H34Br10ClNO4 in total, computed with ωB97M-V/def2-TZVPD.

```
75
Properties=species:S:1:pos:R:3:forces:R:3:lowdin_charge:R:1
H -2.0229 -4.1315 -0.5232 0.2 -0.2 -0.1 0.130
H 1.3848 2.7524 0.8312 -0.1 -0.2 0.3 -0.031
Br -1.7240 7.9663 1.9377 0.0 0.1 -0.1 0.621
Br 1.3052 -3.2900 4.0597 0.0 0.1 -0.1 0.617
C -0.1406 -4.9914 5.8519 -0.2 0.1 0.1 -0.703
O -0.0428 1.0757 0.1754 -0.1 -0.1 0.1 0.106
Br 1.8069 -3.5762 -3.1428 -0.1 0.1 -0.9 0.884
H -2.5322 10.6723 -0.7477 0.1 0.0 0.0 0.060
C 1.6467 -3.1983 -5.0481 0.2 -0.1 0.2 -0.654
H 2.6478 -3.3101 -5.4594 0.0 0.0 0.0 0.058
C 0.9392 -1.0927 0.1120 0.2 -0.1 -0.1 -0.077
C -2.7901 5.5338 2.9757 -0.2 -0.1 0.0 -0.697
H -2.5196 -5.4072 1.6072 0.1 0.1 0.3 0.081
H 0.9944 -3.9553 -5.4718 0.0 0.0 0.0 0.051
Br 0.0443 3.0974 -2.8576 0.0 0.0 0.0 0.630
H -2.1391 -3.2130 0.9447 0.0 0.1 -0.1 0.106
O 0.2641 -5.8315 -1.3312 -0.2 -0.2 0.5 -0.033
C -0.1932 -3.2372 0.1874 0.0 0.1 -0.2 -0.142
Br -3.9157 5.0680 1.4606 0.1 0.0 0.0 0.608
H -1.7655 4.0321 -1.4266 0.0 0.0 0.0 0.048
C 2.1340 -1.7203 -0.2120 0.3 0.1 -0.1 -0.107
H 1.9072 -4.4421 6.1581 0.0 0.0 0.0 0.057
H -1.2140 -6.0614 0.6923 0.1 -0.1 0.2 0.053
H 0.6413 5.8474 -2.0042 0.0 0.0 0.0 0.051
H -0.8286 6.4418 -1.2072 0.0 0.0 0.0 0.030
H -0.8316 -5.1118 2.1527 -0.1 0.1 0.1 0.058
H 1.9996 -7.9811 -1.6570 0.0 0.2 0.1 0.099
C 0.0471 -7.1725 -1.3439 -0.6 -0.4 -0.2 -0.529
Br -4.2666 9.2524 -1.7707 0.1 -0.1 0.0 0.608
H -1.1289 -1.3394 0.5229 0.0 0.0 0.0 0.132
H 0.7651 -3.1226 6.4788 0.0 0.0 0.0 0.050
H -0.1635 -5.5254 6.7991 0.0 0.0 0.0 0.057
H -1.5986 4.9409 -2.9442 0.0 0.0 0.0 0.057
H -3.7978 7.4473 3.2045 0.0 -0.1 0.0 0.052
C 1.1404 -1.7990 -5.2748 -0.2 0.0 -0.1 -0.699
C -1.4968 -5.1994 1.2956 -0.2 -0.2 -0.8 -0.076
H -0.0600 -5.7020 5.0358 0.0 0.0 0.0 0.045
H 0.8268 -9.1197 -1.0200 -0.2 0.0 0.0 0.089
H 3.0788 -3.5933 -0.6562 0.1 0.2 0.0 0.108
C 1.0191 -3.8512 -0.1571 -0.3 -0.2 -0.1 -0.191
Br -1.2072 8.7118 -3.7625 0.0 0.0 0.0 0.612
H -3.2015 4.9911 3.8237 0.0 0.0 0.0 0.059
H 1.5563 -7.9182 0.0512 0.0 0.1 0.0 0.082
C 0.9411 0.3789 0.2592 0.0 0.0 0.1 -0.264
H 1.2630 -1.5129 -6.3169 0.0 0.0 0.0 0.056
O 4.3183 -1.3744 -1.0536 0.1 -0.1 0.2 0.085
C 3.3908 -0.9356 -0.4103 0.0 0.1 0.0 -0.371
C 2.1632 -3.0871 -0.3837 -0.3 -0.4 0.7 -0.108
H -2.3529 7.2339 4.2090 0.0 0.0 0.0 0.059
C -2.8031 7.0159 3.2432 0.2 0.0 0.0 -0.682
C 2.2707 1.0129 0.5715 0.2 0.3 0.2 -0.261
H -0.8217 10.7768 -2.4659 0.0 0.0 0.0 0.058
Br 0.4248 4.9497 0.3050 0.0 0.2 0.0 0.696
C 1.1732 -8.0940 -0.9519 0.3 -0.1 -0.1 0.015
C -2.4423 9.8318 -1.4320 -0.2 0.1 0.0 -0.715
Br -1.8846 -4.1480 5.6891 0.0 0.0 -0.1 0.604
H 2.1730 -5.5783 -0.5535 0.0 -0.1 -0.1 0.125
H 1.6329 -1.0716 -4.6375 0.0 0.0 0.0 0.049
C -0.2027 -1.8501 0.2909 -0.2 0.2 0.0 0.055
C 3.4177 0.3883 0.2437 -0.2 -0.5 0.0 -0.538
Br -0.7666 -1.6550 -4.9186 0.0 0.0 0.1 0.606
H 3.0268 2.7857 1.0441 0.1 0.0 0.2 0.070
C -1.7450 10.2507 -2.6976 0.2 -0.1 0.0 -0.689
Cl 4.9632 1.0641 0.5715 0.0 0.2 -0.1 0.745
C 1.1349 -5.3449 -0.3041 0.7 0.3 0.0 -0.170
C 0.9738 -3.9790 5.8463 0.1 -0.1 -0.1 -0.699
H -1.9393 9.0127 -0.9302 0.0 0.0 0.0 -0.003
C -1.5129 -3.9393 0.4225 0.0 0.2 0.6 -0.164
C -0.2289 5.5598 -1.4238 -0.1 0.1 0.1 -0.674
H 0.9166 -5.8073 0.6586 -0.1 -0.1 -0.1 0.121
H -2.3677 10.8710 -3.3335 0.0 0.0 0.0 0.050
N 2.1875 2.2369 1.1892 0.1 0.1 -0.8 0.119
C -1.0622 4.5083 -2.1026 0.1 -0.1 -0.2 -0.678
O -1.0142 -7.5971 -1.7185 0.3 0.3 0.0 0.119
H -1.7959 5.1605 2.7507 0.0 0.0 0.0 0.027
```
Forces are in eV/Å.

As for the net charge: 0. Its SMILES is CCc1cc2c(cc1COC(C)=O)C(=O)C(Cl)=C(N)C2=O.BrCCBr.BrCCBr.BrCCBr.BrCCBr.BrCCBr. As for the calculated total energy: -27529.1024 hartree.


> calculated total energy of number 1 (C25H33O2SeW)?

-3591.0832 hartree